Here is a 8-piece molecular cluster, C20H40FNO19 overall from the OMol25 dataset. Energies are from ωB97M-V/def2-TZVPD.

```
81
Properties=species:S:1:pos:R:3:forces:R:3:mulliken_spin:R:1
N -0.723 -0.930 -1.006 -1.26 1.24 0.07 0.02
H -1.394 -0.199 -1.195 -0.62 0.63 -0.35 0.00
H -0.875 -1.639 -1.709 0.25 -0.63 -0.54 -0.04
H -0.954 -1.219 -0.066 0.26 -0.45 0.65 0.00
H 0.171 -0.461 -1.022 0.83 -0.24 -0.12 0.00
C -1.611 -4.175 -2.478 0.74 1.74 -0.28 -0.03
O -1.246 -2.848 -2.921 -0.90 -2.41 -0.04 0.92
H -1.329 -4.251 -1.428 -0.25 -0.56 -0.19 0.00
H -2.650 -4.430 -2.683 -0.60 0.81 0.28 0.07
H -1.213 -4.950 -3.133 0.95 0.14 -0.05 0.06
C 1.898 1.549 -3.356 0.58 -0.38 -1.35 0.00
C 1.574 1.907 -4.810 -0.82 0.33 0.91 0.00
O 0.167 1.664 -4.726 0.38 5.46 -7.05 0.00
C -0.166 0.816 -3.905 -4.27 -2.97 3.62 0.00
O -1.299 0.380 -3.700 2.36 0.31 -0.51 0.00
O 0.876 0.590 -3.171 1.96 -2.48 3.74 0.00
F 2.104 1.020 -5.691 0.06 0.05 0.30 0.00
H 1.810 2.326 -2.597 -0.01 0.16 -0.27 0.00
H 2.887 1.092 -3.391 -0.08 -0.19 0.58 0.00
H 1.779 2.918 -5.162 -0.30 -0.13 0.08 0.00
C -2.886 2.951 -2.691 0.49 -0.58 -0.27 0.00
O -3.829 2.906 -1.632 -0.97 1.39 -0.29 0.00
C -3.696 2.035 -0.677 -2.55 0.54 0.48 0.00
O -2.809 1.254 -0.582 1.29 -1.56 0.80 0.00
O -4.824 2.148 0.121 1.20 -0.77 -0.49 0.00
C -4.934 1.255 1.272 0.68 1.17 -0.53 0.00
H -3.098 3.818 -3.316 -0.10 0.02 0.40 0.00
H -2.988 2.054 -3.302 0.09 0.01 0.05 0.00
H -1.879 2.983 -2.276 0.05 0.09 -0.10 0.00
H -5.997 1.186 1.505 0.20 -0.16 -0.17 0.00
H -4.414 1.787 2.069 -0.07 -0.33 0.31 0.00
H -4.445 0.298 1.090 -0.22 0.02 -0.11 0.00
C 3.701 1.542 0.539 0.01 0.34 -1.51 0.00
O 3.985 0.380 -0.314 -0.01 -0.01 0.75 0.00
C 3.001 -0.366 -0.784 -1.07 -0.85 -1.44 0.00
O 1.796 -0.283 -0.563 2.09 0.44 0.50 0.01
O 3.512 -1.254 -1.691 -0.11 0.69 2.37 0.00
C 2.627 -1.786 -2.687 0.71 0.25 -0.56 -0.01
H 2.994 2.161 -0.013 -0.62 -0.29 0.49 0.00
H 4.594 2.165 0.491 0.31 -0.58 0.35 0.00
H 3.412 1.318 1.566 -0.04 -0.27 -0.33 0.00
H 2.984 -2.774 -2.977 0.26 0.18 0.14 0.00
H 2.867 -1.044 -3.449 -1.02 -0.70 -0.85 0.00
H 1.571 -1.886 -2.438 0.23 0.49 0.27 0.01
C 0.400 -4.032 0.701 -0.66 1.54 0.87 0.00
O 1.426 -4.837 0.217 1.43 -1.41 -0.87 0.00
C 2.758 -4.579 0.351 1.22 -0.30 0.59 0.00
O 3.648 -5.290 -0.126 -2.79 2.56 1.52 0.00
O 2.882 -3.444 1.170 0.20 -1.13 -0.78 0.00
C 4.169 -3.031 1.668 0.59 -0.46 -0.06 0.00
H 0.411 -3.861 1.777 0.67 0.12 0.05 0.00
H -0.600 -4.449 0.585 0.38 -0.72 -0.67 0.00
H 0.411 -3.069 0.190 0.07 0.09 0.17 0.00
H 4.049 -2.263 2.433 -0.60 0.18 -0.35 0.00
H 4.819 -2.666 0.873 -0.18 0.00 -0.10 0.00
H 4.703 -3.817 2.202 -0.22 -0.43 -0.33 0.00
C -3.193 -2.206 3.431 1.11 -0.24 0.20 0.00
O -1.967 -1.457 3.717 0.81 0.55 -0.62 0.00
C -1.063 -1.125 2.786 -0.07 -0.38 -0.89 0.00
O -1.087 -1.522 1.613 0.02 0.75 2.16 0.00
O -0.119 -0.321 3.340 -1.30 -0.20 -0.60 0.00
C 0.958 0.199 2.501 0.12 -0.94 0.82 0.00
H -3.471 -2.445 4.457 -0.75 0.26 -0.36 0.00
H -3.015 -3.158 2.930 0.42 0.15 -0.16 0.00
H -3.884 -1.626 2.819 -0.01 0.15 0.45 0.00
H 0.637 0.675 1.574 -0.11 -0.52 0.05 0.00
H 1.639 -0.646 2.402 0.00 0.09 -0.84 0.00
H 1.512 0.911 3.113 -0.46 0.13 0.17 0.00
C -1.797 3.397 3.458 -0.25 -0.38 1.24 0.00
C -0.871 4.033 2.467 -0.34 2.05 1.72 0.00
C 0.638 3.841 2.765 -1.52 0.16 0.63 0.00
O 1.078 3.249 1.564 1.99 -0.25 -0.16 0.00
C 0.112 3.013 0.717 -2.88 -1.67 -1.92 0.00
O 0.162 2.386 -0.337 0.58 1.71 2.15 0.00
O -1.099 3.436 1.250 1.55 -0.90 -2.41 0.00
H -2.877 3.493 3.347 0.09 0.06 -1.11 0.00
H -1.741 3.798 4.470 0.85 0.02 0.13 0.00
H -1.525 2.341 3.463 -0.25 -0.21 0.33 0.00
H -1.024 5.110 2.396 -0.41 0.10 -0.20 0.00
H 0.701 3.187 3.634 0.60 -0.38 -0.24 0.00
H 1.172 4.768 2.974 -0.01 -0.12 -0.26 0.00
```
Positions in Å, forces in eV/Å.

- expectation value of S² = 0.7541
- lowest unoccupied orbital energy (spin up / spin down) (eV) = -1.80 / -4.55
- HOMO level (spin up / spin down) (eV) = -13.084 / -13.082
- spin multiplicity = 2
- total charge = +1

Here is C20H40FeO20 as an isolated structure from the OMol25 dataset. Energies are from ωB97M-V/def2-TZVPD.

```
81
Properties=species:S:1:pos:R:3:forces:R:3:mulliken_spin:R:1
Fe 2.356 2.905 -1.587 -2.74 -2.60 -0.70 3.65
O 0.802 1.811 -2.746 3.63 1.52 1.42 0.35
C 0.078 1.055 -1.840 0.25 0.83 -0.02 -0.02
C 0.841 0.552 -0.558 -0.77 1.73 -0.16 0.00
O 1.777 1.437 0.075 -0.85 0.00 -2.32 0.83
H -0.416 0.217 -2.333 0.29 -0.44 -0.05 0.01
H -0.734 1.761 -1.669 -0.50 -0.27 1.35 0.06
H 1.420 -0.319 -0.865 0.34 -0.38 0.18 0.09
H 0.053 0.295 0.149 0.37 -0.46 0.48 0.03
C -0.538 0.133 3.566 1.82 0.64 -0.82 0.00
O 0.300 -0.439 4.594 0.19 0.05 0.71 0.00
C 1.474 0.151 4.979 0.13 -0.71 0.93 0.00
O 2.145 0.953 4.394 -0.56 0.34 -0.50 0.00
O 1.845 -0.385 6.176 -2.70 -0.66 -1.13 0.00
C 2.889 0.116 6.936 1.99 0.54 -0.29 0.00
H -0.117 1.116 3.355 -0.64 0.46 0.29 0.00
H -1.611 0.110 3.758 0.39 0.03 0.76 0.00
H -0.378 -0.366 2.610 0.07 -0.70 0.12 0.00
H 3.039 -0.521 7.808 -0.43 0.04 -0.11 0.00
H 2.804 1.162 7.233 -0.53 -0.01 0.03 0.00
H 3.807 0.064 6.351 0.21 0.00 -0.02 0.00
C -3.091 -0.355 0.062 0.40 0.48 -0.82 0.00
O -2.622 -1.587 -0.530 1.12 1.63 0.31 0.00
C -2.697 -2.670 0.226 -3.21 -1.41 -0.46 0.00
O -3.154 -2.757 1.326 0.75 0.57 1.32 0.00
O -2.602 -3.696 -0.598 0.75 -0.11 -1.02 0.00
C -3.058 -5.006 -0.298 1.08 -1.07 0.30 0.00
H -2.613 0.445 -0.503 0.05 -0.11 -0.30 0.00
H -2.783 -0.150 1.088 -0.43 -0.74 0.16 0.00
H -4.156 -0.264 -0.153 0.00 -0.08 0.62 0.00
H -3.848 -5.183 0.431 -0.33 0.99 -0.22 0.00
H -2.216 -5.559 0.119 0.15 -0.12 -0.07 0.00
H -3.277 -5.441 -1.274 -0.25 0.05 0.22 0.00
C -0.684 3.990 0.946 -0.15 -0.51 0.18 0.02
O 0.022 4.699 1.939 -0.45 0.11 1.64 0.00
C -0.339 4.677 3.292 -0.60 -0.86 1.07 0.00
O -1.190 4.020 3.882 1.57 0.93 -2.11 0.00
O 0.490 5.536 3.870 0.82 0.16 -1.30 0.00
C 0.835 5.515 5.258 -0.75 -1.02 0.12 0.00
H 0.084 3.667 0.243 0.15 0.20 -0.44 -0.02
H -1.430 4.614 0.454 0.13 -0.08 0.03 0.00
H -1.128 3.049 1.271 -0.28 0.16 0.51 0.00
H 0.908 4.492 5.625 -0.43 -0.16 -0.08 0.00
H 0.020 6.033 5.764 0.60 0.19 0.44 0.00
H 1.855 5.882 5.366 -0.45 0.71 -0.17 0.00
C 6.285 -4.596 -1.089 0.50 0.10 0.85 0.00
O 4.933 -4.861 -1.472 0.36 -1.34 -0.65 0.00
C 3.897 -4.303 -0.894 0.12 2.84 -0.38 0.00
O 3.957 -3.395 -0.101 -0.11 -0.41 0.86 0.00
O 2.791 -4.615 -1.567 0.59 -1.45 -0.83 0.00
C 1.508 -4.259 -1.169 -1.54 0.24 0.95 0.00
H 6.951 -5.045 -1.826 -0.47 0.13 -0.24 0.00
H 6.555 -5.057 -0.139 -0.45 -0.22 0.10 0.00
H 6.528 -3.543 -0.949 -0.45 0.13 -0.38 0.00
H 1.382 -3.256 -0.760 0.56 0.24 -0.15 0.00
H 1.100 -4.912 -0.398 0.37 -0.28 0.15 0.00
H 0.816 -4.369 -2.004 0.44 0.04 -0.29 0.00
C -0.498 -3.755 -7.886 0.68 -0.27 -3.09 0.00
O -0.184 -3.461 -6.615 -0.91 -0.26 4.33 0.00
C 1.033 -3.205 -6.207 1.34 0.29 -0.02 0.00
O 2.014 -3.175 -6.906 -0.08 0.07 0.35 0.00
O 0.974 -2.959 -4.883 -0.73 0.26 0.57 0.00
C 2.094 -2.544 -4.090 0.52 -0.40 -0.63 0.00
H 0.171 -3.095 -8.438 -0.88 0.26 -1.16 0.00
H -1.580 -3.691 -8.003 0.25 0.63 -0.18 0.00
H -0.231 -4.746 -8.251 0.23 -0.41 0.59 0.00
H 1.779 -2.055 -3.169 -0.73 0.06 -0.28 0.00
H 2.729 -1.846 -4.636 0.10 -0.23 -0.12 0.00
H 2.638 -3.425 -3.748 0.25 0.03 -0.36 0.00
C -3.286 3.037 -1.730 0.38 1.04 -0.89 0.00
O -4.060 2.955 -0.530 0.43 0.33 -0.19 0.00
C -4.213 3.975 0.348 -0.47 0.18 3.21 0.00
O -4.765 3.761 1.438 1.54 1.05 -3.28 0.00
O -3.627 5.138 -0.062 0.28 -0.02 -0.70 0.00
C -3.414 6.347 0.750 -1.90 -1.13 1.83 0.00
H -3.854 3.404 -2.585 -0.58 -0.32 0.16 0.00
H -2.829 2.088 -2.011 -0.63 -0.31 0.48 0.00
H -2.458 3.746 -1.743 0.07 0.20 0.89 0.00
H -2.708 7.078 0.356 0.01 -0.79 -0.48 0.00
H -3.226 6.055 1.783 1.05 -0.37 -0.09 0.00
H -4.361 6.829 0.993 -0.32 0.20 -1.02 0.00
```
Positions in Å, forces in eV/Å.

- expectation value of S² = 8.7722
- lowest unoccupied orbital energy (spin up / spin down) (eV) = -6.64 / -7.17
- HOMO level (spin up / spin down) (eV) = -12.516 / -12.516
- spin multiplicity = 6
- total charge = +1

Here is C20H40MnO3SSi as an isolated structure from the OMol25 dataset. Energies are from ωB97M-V/def2-TZVPD.

```
66
Properties=species:S:1:pos:R:3:forces:R:3:nbo_charge:R:1
C -2.465 0.527 -0.800 -0.36 0.49 -0.23 -0.19
C 0.046 0.237 -2.522 0.53 0.14 -0.01 -0.18
C -2.030 1.797 -0.722 -0.40 -0.40 0.67 -0.19
H -3.110 0.130 -0.013 0.84 -0.06 0.43 0.21
C 0.606 1.411 -2.209 -0.15 -0.28 -0.49 -0.18
H 0.626 -0.685 -2.426 0.08 0.36 -0.09 0.21
H -1.964 2.274 0.272 -0.57 -0.28 -0.43 0.20
H 1.693 1.479 -2.066 -0.50 -0.24 0.36 0.20
C -1.650 2.716 -1.842 0.93 0.19 -0.42 -0.44
H -1.919 3.746 -1.533 0.08 -0.48 -0.19 0.22
H -2.211 2.512 -2.765 0.05 0.03 0.50 0.20
C -2.373 -0.391 -1.988 -0.15 0.26 -0.67 -0.44
H -3.357 -0.454 -2.478 0.08 -0.05 0.08 0.21
H -2.155 -1.428 -1.675 0.01 0.43 0.20 0.22
C -1.339 0.028 -3.063 -0.47 -0.52 -0.01 -0.44
H -1.703 0.900 -3.624 0.24 -0.35 0.18 0.20
H -1.291 -0.813 -3.782 0.01 0.45 0.20 0.22
C -0.119 2.731 -2.174 -0.28 0.52 -0.13 -0.44
H -0.006 3.244 -3.147 0.10 -0.05 0.31 0.21
H 0.374 3.377 -1.430 -0.02 -0.17 -0.20 0.21
Mn -1.319 -2.746 1.272 -1.37 0.08 -2.03 0.43
H 0.162 -3.039 1.557 0.03 -0.75 0.30 -0.06
C 0.928 2.015 2.249 -0.08 0.16 0.03 -0.62
C 1.942 0.885 2.128 -0.26 -0.22 -0.13 0.27
C 3.010 1.229 1.095 0.10 0.02 -0.10 -0.63
C 2.584 0.575 3.480 0.17 0.12 0.23 -0.65
O 1.177 -0.259 1.637 0.66 0.10 0.24 -0.96
Si 1.661 -1.821 1.758 1.13 0.78 0.42 2.18
S 0.854 -2.810 0.115 -0.42 -0.14 -0.52 -0.62
O 3.299 -1.908 1.726 0.12 -0.55 0.26 -0.97
C 4.213 -3.031 1.967 -0.40 0.32 -0.11 0.28
C 4.058 -4.077 0.868 0.10 -0.16 -0.05 -0.64
C 5.603 -2.416 1.923 0.14 0.14 -0.03 -0.62
C 3.957 -3.647 3.338 0.06 -0.21 0.21 -0.63
O 1.190 -2.413 3.233 -0.99 -0.41 0.66 -0.97
C -0.112 -2.564 3.932 1.16 0.11 -0.86 0.28
C -0.786 -3.903 3.607 0.26 -0.51 0.71 -0.63
C 0.230 -2.592 5.415 -0.17 0.07 0.40 -0.62
C -1.031 -1.393 3.614 -0.05 0.39 0.65 -0.62
H 1.430 2.942 2.554 -0.13 -0.18 -0.05 0.21
H 0.162 1.771 2.999 0.17 0.05 -0.19 0.21
H 0.431 2.182 1.283 0.13 -0.09 0.22 0.22
H 3.510 2.163 1.386 -0.07 -0.20 -0.12 0.21
H 3.760 0.427 1.032 -0.22 0.23 0.01 0.23
H 2.545 1.358 0.108 0.11 0.00 0.27 0.22
H 3.349 -0.211 3.387 -0.33 0.26 0.05 0.23
H 3.080 1.480 3.865 -0.16 -0.21 -0.10 0.22
H 1.830 0.262 4.215 0.17 0.06 -0.18 0.21
H 4.250 -3.631 -0.116 -0.12 -0.08 0.18 0.22
H 4.798 -4.873 1.032 -0.14 0.15 -0.06 0.21
H 3.061 -4.535 0.867 0.25 0.19 0.01 0.22
H 5.698 -1.646 2.700 0.00 -0.14 -0.17 0.21
H 6.371 -3.181 2.092 -0.16 0.13 -0.03 0.21
H 5.777 -1.953 0.945 -0.01 -0.06 0.19 0.22
H 4.016 -2.881 4.122 -0.09 -0.16 -0.16 0.22
H 2.979 -4.141 3.391 0.22 0.21 -0.03 0.22
H 4.726 -4.407 3.545 -0.16 0.22 -0.08 0.21
H -0.090 -4.700 3.911 -0.25 0.09 -0.24 0.24
H -1.688 -3.979 4.237 0.25 -0.08 -0.36 0.23
H -1.083 -4.132 2.556 0.11 -0.17 0.85 0.16
H 0.715 -1.662 5.745 -0.07 -0.26 -0.21 0.22
H -0.698 -2.714 5.990 0.19 0.08 -0.06 0.21
H 0.874 -3.448 5.662 -0.07 0.32 -0.22 0.22
H -0.537 -0.456 3.904 -0.11 -0.15 -0.38 0.24
H -1.370 -1.306 2.549 0.20 0.47 0.90 0.15
H -1.928 -1.487 4.243 0.07 0.01 -0.37 0.23
```
Positions in Å, forces in eV/Å.

- expectation value of S² = 8.9719
- lowest unoccupied orbital energy (spin up / spin down) (eV) = 0.57 / 0.05
- HOMO level (spin up / spin down) (eV) = -5.598 / -7.059
- energy relative to the best compared isomer or geometry (same formula, charge and spin) (eV) = 1.098
- spin multiplicity = 6
- total charge = 0

no.,molecular weight (g/mol)
1,617.53
2,656.37
3,443.63